Model i:
The following is a quantum chemistry calculation of a single C21H23N3O3 molecule, from OMol25.

```
50
Properties=species:S:1:pos:R:3:nbo_charge:R:1
C -2.921 -1.305 -0.177 0.670
C -4.631 1.027 -2.005 -0.607
C 5.236 -0.689 -0.007 -0.084
C 8.155 1.680 0.392 -0.626
C 4.162 0.201 0.050 0.197
C 1.296 -1.870 0.069 -0.208
C -5.115 1.343 -0.591 -0.210
H -1.625 -3.545 0.086 0.236
C 6.753 1.166 0.286 -0.013
C 4.372 1.561 0.220 -0.221
H -5.338 -0.753 -0.060 0.243
C 5.667 2.033 0.328 -0.192
H 5.678 -2.788 0.228 0.210
O 3.681 -2.559 0.273 -0.461
C -0.609 -0.329 -0.168 -0.219
C -0.913 -2.735 0.055 -0.204
H -0.977 0.674 -0.320 0.215
C 0.778 -0.539 -0.091 0.208
H 8.766 1.014 0.997 0.219
H 7.356 -0.881 0.080 0.211
H -6.760 2.501 -1.362 0.220
H 0.825 -3.969 0.250 0.221
H 3.518 2.216 0.261 0.245
H -7.238 0.272 1.386 0.466
C -4.846 0.142 0.339 -0.096
N 2.887 -0.350 -0.030 -0.189
H -7.199 0.857 -0.914 0.206
C -1.435 -1.422 -0.083 -0.129
C -6.597 1.717 -0.626 -0.620
C 2.675 -1.682 0.095 0.474
H -4.694 -0.192 2.469 0.191
H -4.548 2.201 -0.208 0.189
H 5.836 3.091 0.455 0.214
N 1.760 0.362 -0.148 -0.324
H 8.172 2.673 0.833 0.218
H -5.265 1.436 2.043 0.151
H -3.570 0.792 -2.012 0.214
N -3.433 -0.165 0.350 -0.613
H 8.606 1.740 -0.599 0.223
H -5.168 0.169 -2.402 0.213
O -3.616 -2.169 -0.674 -0.619
H 4.954 -2.342 -1.337 0.188
H -6.939 2.095 0.335 0.202
C -5.337 0.368 1.785 -0.063
O -6.631 -0.117 2.025 -0.708
C 4.938 -2.144 -0.251 -0.077
H -4.799 1.877 -2.662 0.207
C 0.427 -2.972 0.139 -0.168
C 6.521 -0.197 0.120 -0.191
H -2.815 0.506 0.776 0.396
```

- 2S+1 = 1
- structure (SMILES) = Cc1ccc2c(c1)COc1c3ccc(C(=O)N[C@@H](CO)C(C)C)cc3nn1-2
- HOMO (Ha) = -0.28881

***

Model ii:
The following is a quantum chemistry calculation of a single C21H23N3O3 molecule, from OMol25.

```
50
Properties=species:S:1:pos:R:3:nbo_charge:R:1
H -3.217 3.167 -0.068 0.196
C 2.888 -0.870 -0.582 0.209
C -0.318 2.268 -2.423 -0.200
H 4.878 -1.672 -0.477 0.221
H -1.422 3.198 1.793 0.217
C -1.519 2.710 -2.948 -0.222
C -1.642 1.017 3.340 -0.189
C -2.401 2.912 -0.728 -0.147
C -1.203 2.454 -0.193 -0.016
C 4.085 -1.691 -2.476 -0.158
H 0.783 1.793 -0.661 0.212
H 3.210 -1.348 1.498 0.243
N 1.392 -0.394 1.269 -0.634
H 0.787 -0.075 0.523 0.440
O 1.532 -1.671 3.125 -0.641
O -0.966 -1.766 -0.151 -0.533
C -1.673 -0.656 0.184 0.910
H 0.991 -0.543 -3.180 0.198
C -1.051 2.300 1.293 -0.425
N 1.838 -0.563 -1.331 -0.463
C -1.249 -2.325 2.683 -0.613
H -2.317 -2.254 2.874 0.213
H 2.974 -1.564 -4.317 0.222
H -1.077 -2.949 1.812 0.231
H 3.326 0.375 1.093 0.207
C 2.773 -0.553 0.885 -0.252
C 4.042 -1.437 -1.116 -0.245
H 4.964 -2.133 -2.922 0.219
C 2.981 -1.376 -3.254 -0.269
C -0.953 -0.061 3.669 -0.162
H 0.505 2.022 -3.079 0.206
C 1.882 -0.811 -2.628 0.056
H -0.625 -0.362 4.647 0.233
H -2.134 -2.966 -1.364 0.184
H -1.644 2.804 -4.017 0.210
H -0.755 -2.778 3.539 0.235
H -1.466 -1.511 -2.137 0.208
C -2.560 3.034 -2.095 -0.216
N -1.313 -0.178 1.398 -0.476
H 0.001 2.169 1.557 0.218
H -1.990 1.789 4.001 0.222
C -0.660 -0.925 2.471 0.018
C -1.261 -2.312 -1.425 -0.256
O -2.495 -0.145 -0.537 -0.641
H -0.384 -2.881 -1.725 0.193
H -3.500 3.382 -2.498 0.210
C 0.869 -1.059 2.312 0.690
H -2.896 1.193 1.562 0.224
C -0.162 2.140 -1.054 -0.227
C -1.845 1.100 1.860 -0.060
```

- 2S+1 = 1
- structure (SMILES) = COC(=O)N1[C@H](Cc2ccccc2)C=C[C@]1(C)C(=O)NCc1ccccn1
- HOMO (Ha) = -0.31660

***

Model iii:
The following is a quantum chemistry calculation of a single C21H23N3O3 molecule, from OMol25.

```
50
Properties=species:S:1:pos:R:3:nbo_charge:R:1
C -3.146 1.386 -1.706 -0.255
C -3.558 2.046 -2.805 -0.144
C -2.557 2.480 -3.559 -0.218
C 3.254 -0.118 -1.402 -0.617
C -1.371 -0.102 2.534 -0.279
H -0.499 3.031 -3.652 0.213
C 3.579 -1.621 -0.851 -0.147
C 4.309 -2.425 -1.434 -0.151
H -1.894 -0.929 2.049 0.215
H -3.861 1.169 -0.974 0.183
H 5.442 -4.085 -1.510 0.213
H -6.093 1.948 -1.296 0.248
C 4.374 -3.925 0.273 -0.181
N 2.256 -0.904 1.126 -0.637
H 3.765 -0.101 -2.471 0.224
C -0.290 0.910 0.787 0.814
C -1.268 2.487 -3.191 -0.195
H -0.497 -1.768 3.892 0.265
C -0.768 -0.642 3.973 -0.380
H -6.968 1.634 -2.955 0.248
H -2.870 2.990 -4.605 0.224
H 1.537 1.154 2.662 0.229
C 3.346 -3.093 1.103 -0.197
H -2.384 0.723 0.516 0.395
C -5.043 2.128 -3.293 0.589
C 3.200 -1.873 0.273 0.225
C 1.074 0.293 2.890 -0.096
C -0.634 2.179 -2.037 -0.261
C 1.896 -0.922 2.460 0.637
N -0.141 0.339 1.946 -0.410
H 2.143 0.082 0.544 0.470
O 0.753 1.093 0.168 -0.714
H 4.652 -2.262 -2.528 0.197
H 0.411 1.260 4.713 0.228
H 4.494 -4.932 0.736 0.210
H -1.703 -0.570 4.874 0.207
H 2.110 0.080 -1.332 0.245
H 3.762 0.608 -0.930 0.206
C 0.487 0.207 4.236 -0.468
H 3.175 -3.324 2.129 0.278
H 1.140 -0.498 4.816 0.283
H -5.655 0.417 -1.981 0.236
O 1.721 -2.180 3.260 -0.729
C 4.734 -3.561 -1.036 -0.240
O -5.399 2.581 -4.286 -0.498
C -5.970 1.573 -2.310 -0.746
C -1.690 1.553 -1.176 0.236
N -1.479 0.899 -0.061 -0.614
H -2.067 0.608 2.977 0.204
H 0.190 1.979 -1.555 0.255
```

- 2S+1 = 1
- structure (SMILES) = CC(=O)c1cccc(NC(=O)N2CCC[C@H]2C(=O)Nc2ccccc2C)c1
- HOMO (Ha) = -0.29485

***

Order from most stable to least stable according to the calculation: model ii, model i, model iii

***

Model i:
The following is a quantum chemistry calculation of 2 unconnected molecules or ions with the total composition C8H11NO2S, from OMol25.

```
23
Properties=species:S:1:pos:R:3:nbo_charge:R:1
C -2.005 -0.280 0.180 -0.136
H -4.173 1.922 0.676 0.209
H 0.534 -1.780 -1.027 0.213
C 0.553 1.153 0.489 -0.596
N -2.471 0.848 0.496 -0.574
H 1.946 -2.690 0.352 0.214
C -3.820 0.978 0.305 -0.072
H -0.257 1.027 -1.600 0.214
C -4.395 -0.072 -0.364 -0.457
H 2.978 -2.060 -1.085 0.239
C 1.107 -0.993 -0.587 -0.004
S -3.224 -1.320 -0.557 0.329
C 0.610 1.255 -1.020 -0.053
O 1.467 0.148 -1.390 -0.533
C 2.398 -1.824 -0.157 -0.612
C 0.496 -0.304 0.626 0.594
H 2.826 -1.402 0.663 0.207
H -5.336 -0.194 -0.772 0.228
H -0.289 1.736 0.803 0.286
H -0.356 -0.454 2.147 0.511
H 1.132 2.264 -1.277 0.201
H 1.319 1.496 1.127 0.245
O 0.352 -1.005 1.774 -0.651
```

- 2S+1 = 1
- HOMO (alpha / beta) (Ha) = -0.28804 / -0.28797

***

Model ii:
The following is a quantum chemistry calculation of a single C8H11NO2S molecule, from OMol25.

```
23
Properties=species:S:1:pos:R:3:nbo_charge:R:1
H 3.387 -1.036 5.564 0.254
C 0.501 -1.182 1.425 -0.119
H 1.113 2.246 1.848 0.219
C 0.965 0.039 1.713 -0.055
C -1.807 -0.594 0.885 -0.146
H -1.006 2.751 0.821 0.208
C -0.757 -1.467 0.998 -0.400
C -0.776 1.698 1.043 -0.252
O 1.045 1.268 4.086 -0.904
S 1.540 -0.075 4.356 2.094
C -1.838 0.796 0.884 -0.293
C 2.887 -0.043 5.531 -0.886
H -2.763 -1.083 0.689 0.201
H 2.827 0.503 2.365 0.420
H 3.583 0.789 5.313 0.254
H -0.901 -2.504 0.808 0.200
H -2.828 1.243 0.661 0.202
O 0.743 -1.257 4.587 -0.891
H 2.691 -1.264 2.493 0.435
C 0.498 1.364 1.544 -0.215
H 1.166 -1.994 1.739 0.170
H 2.324 0.139 6.470 0.265
N 2.191 -0.295 2.567 -0.761
```

- 2S+1 = 1
- HOMO (Ha) = -0.17445

***

Order from most stable to least stable according to the calculation: model i, model ii

***

Model i:
The following is a quantum chemistry calculation of 2 unconnected molecules or ions with the total composition C5H9N2O, from OMol25.

```
17
Properties=species:S:1:pos:R:3:nbo_charge:R:1
H 1.301 -1.578 -1.398 0.209
C -1.706 -0.503 0.124 0.406
C 1.423 -0.789 -0.686 0.079
H 1.067 2.290 -0.202 0.205
C 1.290 1.303 -0.066 0.063
H -2.118 0.608 1.809 0.441
H 2.164 1.084 1.880 0.250
N -1.907 0.522 0.878 -0.692
H 2.446 -1.590 0.918 0.249
C 2.033 -0.703 0.503 -0.307
H -1.664 0.311 -1.811 0.448
H -1.749 -1.529 0.606 0.240
H -1.970 1.439 0.349 0.415
O 0.973 0.429 -1.125 -0.447
N -1.638 -0.497 -1.154 -0.704
C 1.882 0.630 0.922 -0.294
H -1.828 -1.425 -1.546 0.438
```

- 2S+1 = 1
- charge = +1
- HOMO (Ha) = -0.45646

***

Model ii:
The following is a quantum chemistry calculation of a molecular structure, C5H9N2O, from OMol25.

```
17
Properties=species:S:1:pos:R:3:nbo_charge:R:1
H 2.071 2.644 -0.426 0.293
H -1.995 -1.873 0.517 0.301
C 1.122 0.726 -1.031 0.653
H -0.719 -2.093 1.397 0.296
N 0.584 -1.436 -1.291 -0.358
H 2.754 1.796 -1.929 0.280
C 1.884 1.920 -1.365 -0.700
O 1.304 -0.389 -1.792 -0.198
C -1.217 -1.268 0.931 -0.576
N 0.352 0.459 0.040 -0.483
H -2.329 0.552 1.409 0.230
H 0.494 -2.236 -1.983 0.435
H 1.144 2.426 -1.936 0.278
H -1.023 0.336 2.589 0.244
H -2.386 -0.704 2.787 0.259
C -0.280 -0.601 0.112 0.660
C -1.760 -0.259 1.973 -0.614
```

- 2S+1 = 1
- charge = +1
- HOMO (alpha / beta) (Ha) = -0.52860 / -0.52851

***

Order from most stable to least stable according to the calculation: model i, model ii

***

Model i:
The following is a quantum chemistry calculation of 2 unconnected molecules or ions with the total composition C2H6IP, from OMol25.

```
10
Properties=species:S:1:pos:R:3:nbo_charge:R:1
H 0.647 3.114 1.023 -0.049
H -0.589 -2.150 -1.119 0.246
P 0.820 2.333 -0.104 0.101
C -0.322 -0.657 0.584 -0.279
H -0.530 2.324 -0.194 -0.051
C 0.184 -1.566 -0.518 -0.750
H 1.066 -1.073 -0.954 0.243
I -2.349 -0.076 0.419 0.116
H 0.358 0.224 0.921 0.189
H 0.717 -2.473 -0.059 0.235
```

- 2S+1 = 1
- HOMO (alpha / beta) (Ha) = -0.30028 / -0.32463

***

Model ii:
The following is a quantum chemistry calculation of 2 unconnected molecules or ions with the total composition C2H6IP, from OMol25.

```
10
Properties=species:S:1:pos:R:3:nbo_charge:R:1
H -1.608 -2.363 -0.168 0.225
P 1.146 -0.510 -0.606 0.446
H 0.470 0.007 -1.923 -0.031
I -2.383 0.063 -0.856 0.120
C 1.212 1.139 0.349 -0.945
H -1.355 -1.032 1.223 0.201
H 1.811 0.806 1.325 0.226
H 1.846 1.827 -0.143 0.238
H 0.152 1.396 0.618 0.244
C -1.291 -1.334 0.182 -0.724
```

- 2S+1 = 1
- HOMO (Ha) = -0.29583

***

Order from most stable to least stable according to the calculation: model ii, model i

***

Model i:
The following is a quantum chemistry calculation of a gas-phase ion, C3H8NO (charge -1), from OMol25.

```
13
Properties=species:S:1:pos:R:3:nbo_charge:R:1
H 0.332 0.762 1.109 0.360
C -0.385 -1.169 0.777 0.167
O -1.478 -0.967 1.490 -0.936
H 0.862 2.489 -0.976 0.184
H -0.602 -1.688 -0.192 0.046
C 0.892 0.313 -0.865 -0.180
H 0.399 -1.833 1.279 0.027
N 0.427 0.038 0.423 -0.721
H 0.618 -0.457 -1.592 0.177
H -0.632 1.727 -1.710 0.199
H 0.876 1.626 -2.527 0.174
H 2.022 0.357 -0.895 0.116
C 0.439 1.641 -1.516 -0.614
```

- 2S+1 = 1
- structure (SMILES) = CCNC[O-]
- charge = -1
- HOMO (Ha) = -0.07386

***

Model ii:
The following is a quantum chemistry calculation of 2 unconnected molecules or ions with the total composition C3H8NO, from OMol25.

```
13
Properties=species:S:1:pos:R:3:nbo_charge:R:1
H -1.665 -0.272 2.047 0.169
C -1.362 -0.450 -0.105 0.012
H -1.651 0.639 -1.498 0.294
H 1.962 0.337 -1.406 0.143
O 1.206 1.445 0.116 -0.803
C -1.304 -0.998 1.160 -0.744
C 2.017 0.300 -0.272 -0.281
H -1.433 -1.131 -1.017 0.106
H 3.028 0.534 0.088 0.170
H 0.270 1.326 -0.030 0.511
N -1.452 0.867 -0.480 -0.956
H -1.009 -1.992 1.387 0.176
H 1.393 -0.605 0.010 0.204
```

- 2S+1 = 1
- charge = -1
- HOMO (Ha) = -0.07466

***

Model iii:
The following is a quantum chemistry calculation of a gas-phase ion, C3H8NO (charge -1), from OMol25.

```
13
Properties=species:S:1:pos:R:3:nbo_charge:R:1
C -0.576 -0.833 -0.913 -0.218
H -1.372 -1.482 -1.305 0.142
N -0.444 -0.704 0.527 -0.699
H -1.194 -0.197 0.902 0.331
H -1.755 0.951 -1.321 0.183
C 0.857 -0.154 1.072 0.132
C -0.779 0.542 -1.566 -0.669
O 1.040 1.135 1.106 -0.943
H -0.549 0.596 -2.639 0.175
H 1.660 -0.584 0.518 0.067
H 0.189 -1.412 -1.258 0.175
H 0.824 -0.711 2.000 0.059
H -0.022 1.363 -0.988 0.265
```

- 2S+1 = 1
- structure (SMILES) = CCNC[O-]
- charge = -1
- HOMO (Ha) = -0.07783

***

Order from most stable to least stable according to the calculation: model i, model iii, model ii

***

Model i:
The following is a quantum chemistry calculation of a molecular structure, C4H6N4S2, from OMol25.

```
16
Properties=species:S:1:pos:R:3:nbo_charge:R:1
H 2.509 1.512 0.469 0.411
N 2.594 0.574 0.205 -0.455
S 1.037 -1.429 -0.689 -0.012
C -1.567 0.613 0.135 -0.082
N -3.312 -0.565 -0.674 -0.232
H -3.463 -1.891 0.971 0.210
C -1.876 -0.363 1.050 -0.306
C 1.477 0.011 -0.129 0.070
S -0.222 1.683 0.080 0.023
H -1.158 -0.456 1.809 0.237
H 3.691 -0.727 -0.768 0.382
H -2.737 0.964 -1.704 0.415
N 3.907 -0.015 -0.010 -0.629
N -2.473 0.435 -0.907 -0.330
H 4.538 0.725 -0.353 0.369
C -2.946 -1.071 0.516 -0.071
```

- 2S+1 = 1
- HOMO (alpha / beta) (Ha) = -0.30347 / -0.30348

***

Model ii:
The following is a quantum chemistry calculation of a single C4H6N4S2 molecule, from OMol25.

```
16
Properties=species:S:1:pos:R:3:nbo_charge:R:1
H 2.014 0.819 -2.832 0.207
N 0.422 -0.298 -1.024 -0.202
H 2.490 2.296 -3.251 0.222
C -0.238 0.882 -1.358 0.162
C 1.880 1.699 -2.477 -0.694
H 2.201 1.985 -1.497 0.225
C -1.102 -0.480 0.632 0.178
C -0.800 -2.041 3.000 -0.837
H -0.280 -1.348 3.938 0.246
N -1.354 1.344 -0.861 -0.201
H -1.685 -2.924 3.472 0.241
N 0.090 -0.746 0.228 -0.224
S 0.085 2.098 -2.623 0.291
S -2.096 -1.216 2.002 0.290
N -1.814 0.639 0.176 -0.178
H 0.187 -2.710 2.475 0.274
```

- 2S+1 = 1
- structure (SMILES) = CSc1nnc(SC)nn1
- HOMO (Ha) = -0.33049

***

Order from most stable to least stable according to the calculation: model i, model ii